Molecular formula: C3H5N3
Method: DFT, ωB97M-V with the def2-TZVPD basis set

Positions of all 11 atoms, in Å:
C (-2.1712, -0.2742, 0.0978)
C (0.0894, 0.3113, 0.4579)
C (1.2798, 0.7152, 0.0573)
N (2.3009, -0.2562, -0.3083)
N (2.1748, -1.4627, -0.3569)
N (-0.9816, -0.0364, 0.9090)
H (-1.9605, -1.0042, -0.6889)
H (-2.4955, 0.6641, -0.3624)
H (-2.9716, -0.6499, 0.7368)
H (1.5374, 1.7653, -0.0139)
H (3.1983, 0.2279, -0.5284)

Forces on atoms 1 to 3 (eV/Å):
-0.2 -0.1 -0.1
-0.5 -0.1 0.2
-0.2 0.0 0.1

Computed properties:
HOMO energy   -0.296 Ha
2S+1   1
Molar mass   83.09 g mol⁻¹
DFT total energy   -281.4330 Eh
Energy above the lowest of the compared OMol25 structures with the same formula, charge and spin   4.273 eV

Atom charges from the Löwdin analysis, given in e for atoms 1 to 6:
1. C -0.09
2. C -0.12
3. C -0.10
4. N -0.25
5. N 0.04
6. N 0.06


Molecular formula: C3H5N3
Method: DFT, ωB97M-V with the def2-TZVPD basis set

Positions of all 11 atoms, in Å:
N (0.4057, -2.1011, -0.4925)
C (-0.6527, -1.6432, -0.3829)
C (-1.9955, -1.2796, -0.2921)
N (-3.1327, -1.0712, -0.2369)
C (1.3090, 0.7127, 0.1876)
N (-0.1458, 0.8417, 0.1985)
H (1.6146, -0.0376, 0.9235)
H (1.6347, 0.3349, -0.7868)
H (1.8463, 1.6481, 0.3990)
H (-0.4570, 1.5184, -0.4904)
H (-0.4773, 1.1590, 1.1031)

Forces on atoms 1 to 3 (eV/Å):
-1.0 0.3 0.1
0.9 -0.6 -0.1
-1.0 0.1 0.0

Computed properties:
HOMO energy   -0.364 Ha
2S+1   1
Molar mass   83.09 g mol⁻¹
DFT total energy   -281.5236 Eh
Structure (SMILES)   N#CC#N.CN
Energy above the lowest of the compared OMol25 structures with the same formula, charge and spin   1.809 eV

Atom charges from the Löwdin analysis, given in e for atoms 1 to 6:
1. N 0.19
2. C -0.23
3. C -0.21
4. N 0.18
5. C -0.20
6. N -0.08


Molecular formula: C3H5N3
Method: DFT, ωB97M-V with the def2-TZVPD basis set

Positions of all 11 atoms, in Å:
N (-2.0076, -0.3203, -0.0221)
C (-0.6477, -0.1334, -0.2482)
C (0.1163, 1.0666, -0.1714)
C (1.3610, 0.5636, 0.1377)
N (1.3795, -0.7638, -0.0656)
N (0.1481, -1.2492, -0.3594)
H (-2.5371, 0.2516, 0.6320)
H (-2.1612, -1.3067, 0.1102)
H (-0.0552, 2.1094, -0.4575)
H (2.1446, 0.9965, 0.7319)
H (2.2592, -1.2143, -0.2876)

Forces on atoms 1 to 3 (eV/Å):
-0.1 -0.2 -0.9
0.5 -0.9 -0.1
0.2 -0.4 0.4

Computed properties:
HOMO energy   -0.294 Ha
2S+1   1
Molar mass   83.09 g mol⁻¹
DFT total energy   -281.5327 Eh
Structure (SMILES)   Nc1cc[nH]n1
Energy above the lowest of the compared OMol25 structures with the same formula, charge and spin   1.559 eV

Atom charges from the Löwdin analysis, given in e for atoms 1 to 6:
1. N 0.08
2. C -0.40
3. C -0.04
4. C -0.15
5. N -0.07
6. N 0.05


Molecular formula: C3H5N3
Method: DFT, ωB97M-V with the def2-TZVPD basis set

Positions of all 11 atoms, in Å:
N (-2.0100, -0.1829, 0.0513)
C (-0.5954, -0.1565, 0.0445)
C (0.0215, 1.0696, 0.2632)
C (1.5536, 0.6610, 0.0818)
N (1.4482, -0.6596, -0.1304)
N (0.2227, -1.1865, -0.1877)
H (-2.4550, -0.3620, -0.8368)
H (-2.4520, -0.6509, 0.8250)
H (-0.6439, 1.9267, -0.0352)
H (2.6881, 0.8563, 0.1354)
H (2.2222, -1.3151, -0.2113)

Forces on atoms 1 to 3 (eV/Å):
-0.1 -0.1 -0.2
0.1 0.2 0.0
3.8 -0.5 -1.8

Computed properties:
HOMO energy   -0.324 Ha
2S+1   1
Molar mass   83.09 g mol⁻¹
DFT total energy   -281.5067 Eh
Structure (SMILES)   Nc1cc[nH]n1
Energy above the lowest of the compared OMol25 structures with the same formula, charge and spin   2.268 eV

Atom charges from the Löwdin analysis, given in e for atoms 1 to 6:
1. N 0.07
2. C -0.50
3. C 0.00
4. C -0.04
5. N -0.11
6. N 0.06


Molecular formula: C3H5N3
Method: DFT, ωB97M-V with the def2-TZVPD basis set

Positions of all 11 atoms, in Å:
C (-1.6287, -0.3011, 0.0267)
N (-0.1548, -0.1953, -0.1159)
C (0.4578, 0.9995, -0.0817)
N (1.7609, 0.8939, -0.0231)
C (1.9406, -0.4492, -0.0098)
N (0.8283, -1.1754, -0.0598)
H (-2.1790, -0.5008, -0.9022)
H (-1.9111, -1.0496, 0.7677)
H (-2.0001, 0.6662, 0.3972)
H (-0.0763, 1.9358, -0.0651)
H (2.9625, -0.8240, 0.0662)

Forces on atoms 1 to 3 (eV/Å):
0.2 -0.2 0.0
0.2 0.4 0.3
-0.1 0.2 0.1

Computed properties:
HOMO energy   -0.367 Ha
2S+1   1
Molar mass   83.09 g mol⁻¹
DFT total energy   -281.5637 Eh
Structure (SMILES)   Cn1cncn1
Energy above the lowest of the compared OMol25 structures with the same formula, charge and spin   0.717 eV

Atom charges from the Löwdin analysis, given in e for atoms 1 to 6:
1. C -0.01
2. N -0.17
3. C -0.20
4. N 0.06
5. C -0.24
6. N 0.09


Molecular formula: C3H5N3
Method: DFT, ωB97M-V with the def2-TZVPD basis set

Positions of all 11 atoms, in Å:
C (-1.6396, -0.0808, 0.1213)
N (-0.2220, -0.1984, -0.1512)
C (0.6819, 0.7746, 0.1216)
C (1.8945, 0.1170, 0.0786)
N (1.6553, -1.1806, -0.2933)
N (0.3770, -1.3759, -0.4153)
H (-2.1946, -0.4950, -0.7162)
H (-1.8571, -0.6342, 1.0398)
H (-1.8811, 0.9760, 0.2806)
H (0.2903, 1.6411, -0.3993)
H (2.8953, 0.4563, 0.3335)

Forces on atoms 1 to 3 (eV/Å):
0.0 -0.2 -0.2
0.4 -1.1 -0.1
-0.3 -0.4 -1.4

Computed properties:
HOMO energy   -0.358 Ha
2S+1   1
Molar mass   83.09 g mol⁻¹
DFT total energy   -281.5132 Eh
Structure (SMILES)   Cn1ccnn1
Energy above the lowest of the compared OMol25 structures with the same formula, charge and spin   2.091 eV

Atom charges from the Löwdin analysis, given in e for atoms 1 to 6:
1. C -0.02
2. N -0.23
3. C -0.10
4. C -0.14
5. N -0.02
6. N 0.03


Molecular formula: C3H5N3
Method: DFT, ωB97M-V with the def2-TZVPD basis set

Positions of all 11 atoms, in Å:
C (1.2195, 0.5074, -1.8147)
C (0.7908, 0.2322, 1.2084)
C (-1.1255, -0.7088, 0.0717)
N (1.1891, -0.4307, -2.5044)
N (-0.1495, -0.4840, 1.0591)
N (1.0344, 1.5118, -1.0554)
H (1.5728, 0.4303, 1.8954)
H (-1.2134, 0.1588, -0.5874)
H (-2.0693, -0.9320, 0.5676)
H (-0.8168, -1.5655, -0.5291)
H (1.8350, 2.0677, -0.7933)

Forces on atoms 1 to 3 (eV/Å):
0.2 -1.4 -1.1
-1.9 -1.1 -1.4
-1.1 -0.5 -0.7

Computed properties:
HOMO energy (alpha / beta)   -0.292 / -0.300 Ha
2S+1   1
Molar mass   83.09 g mol⁻¹
DFT total energy   -281.4316 Eh
Energy above the lowest of the compared OMol25 structures with the same formula, charge and spin   4.310 eV

Atom charges from the Löwdin analysis, given in e for atoms 1 to 6:
1. C -0.61
2. C 0.19
3. C -0.09
4. N 0.06
5. N 0.02
6. N 0.03


Molecular formula: C3H5N3
Method: DFT, ωB97M-V with the def2-TZVPD basis set

Positions of all 11 atoms, in Å:
C (-1.7333, 0.0328, 0.0128)
C (-0.2424, -0.1155, 0.0165)
C (0.8189, 0.7188, -0.2474)
N (1.9054, -0.0609, -0.0123)
N (1.5569, -1.2885, 0.3703)
N (0.2668, -1.3292, 0.3845)
H (-2.1673, -0.6980, -0.6765)
H (-2.0954, 1.0262, -0.2616)
H (-2.1100, -0.2058, 1.0125)
H (0.9142, 1.7438, -0.5791)
H (2.8862, 0.1762, -0.0199)

Forces on atoms 1 to 3 (eV/Å):
0.0 0.0 0.0
0.0 0.0 0.0
-0.1 -0.1 0.0

Computed properties:
HOMO energy   -0.350 Ha
2S+1   1
Molar mass   83.09 g mol⁻¹
DFT total energy   -281.5536 Eh
Structure (SMILES)   Cc1c[nH]nn1
Energy above the lowest of the compared OMol25 structures with the same formula, charge and spin   0.993 eV

Atom charges from the Löwdin analysis, given in e for atoms 1 to 6:
1. C -0.05
2. C -0.35
3. C -0.05
4. N -0.02
5. N -0.02
6. N 0.02